No. 1
C35H23Cl2N7O4SeV | ωB97M-V/def2-TZVPD

CARTESIAN COORDINATES (ANGSTROEM)
H  8.3492  0.2657  -4.4603
H  -0.5117  4.9690  0.3556
H  1.8482  4.1867  -3.1563
H  3.9734  0.7942  -0.6910
N  -1.3287  0.9678  0.4175
H  0.0385  -2.1123  -2.3394
C  5.2683  -1.6069  3.1705
O  1.0816  0.9856  1.7184
H  -1.7582  -3.7038  -2.9676
C  -2.3117  -1.0090  -0.3049
H  -1.0638  -1.5711  2.2944
N  0.5411  -1.6553  1.0505
O  -4.5240  3.8098  2.7505
C  1.2575  3.8547  -2.3130
N  4.9049  0.4948  -0.4508
Cl  7.8188  0.9541  0.2809
O  2.2161  0.7538  -0.1105
H  0.7890  -5.4427  2.1499
N  0.2666  2.0547  -1.1202
C  3.4579  1.4481  1.8194
N  2.4972  -1.9822  -0.2140
C  -4.6437  2.6051  2.4795
C  2.2044  1.0870  1.1372
N  -1.1247  -1.1009  -0.9614
C  1.0243  2.5074  -2.1232
H  -0.9702  -3.9212  3.0248
H  1.4661  1.7649  -2.7759
O  -5.5101  1.7510  2.7428
C  5.8933  -1.2941  0.8703
C  -3.4642  2.0344  1.6768
C  0.7276  4.7514  -1.4002
V  0.3128  0.1085  -0.0987
H  -3.9627  -3.5238  -1.8093
C  7.6513  0.2996  -3.6345
N  2.7557  -4.4932  0.4710
C  -0.9379  -2.0667  -1.8722
C  5.4280  0.1463  -2.7831
C  4.4374  -0.5015  3.0556
C  -3.1536  -2.8500  -1.5585
H  -2.5060  3.9162  1.4715
H  9.1541  0.6815  -2.1353
C  6.0127  -1.9935  2.0626
Cl  3.7283  -0.1400  -3.0965
C  6.2971  0.1144  -3.8579
C  -2.4079  2.8543  1.2706
C  -1.9361  -2.9567  -2.2066
H  6.4725  -1.5954  0.0027
H  0.9157  5.8124  -1.5035
Se  3.6147  -3.3129  -0.5179
C  5.0456  -0.1988  0.7650
C  -2.4254  0.2083  0.5689
C  1.7190  -3.8471  0.9726
H  3.8692  -0.1646  3.9171
C  1.5913  -2.4622  0.6113
H  -4.2950  -1.7503  -0.0899
C  -0.0656  4.2897  -0.3599
C  -0.2982  2.9392  -0.2624
H  3.9489  2.2600  1.2768
C  8.1027  0.5307  -2.3424
C  -3.5002  0.6963  1.2526
C  -1.3427  2.2927  0.6057
H  6.6883  -2.8389  2.1208
H  3.2150  1.7817  2.8250
C  7.1997  0.5946  -1.2939
H  5.9095  -0.0717  -4.8508
H  5.3468  -2.1408  4.1087
H  -4.4070  0.1390  1.4650
C  -0.2172  -3.5706  2.3323
C  -3.3455  -1.8671  -0.5969
C  5.8334  0.3908  -1.4818
C  -0.2790  -2.2097  1.9022
C  4.3288  0.2151  1.8660
C  0.7427  -4.3985  1.8645

Atomic forces in eV per Å
0.0 0.0 0.0
0.0 0.0 -0.1
0.0 0.0 0.1
0.0 -0.2 -0.1
-0.9 0.3 -0.1
0.0 0.0 0.0
-0.1 0.1 -0.1
0.4 -0.1 -0.7
0.0 0.0 0.0
0.2 0.6 0.0
-0.1 0.0 0.0
0.8 -1.0 0.0
0.0 -0.3 -0.1
0.0 0.1 -0.1
0.7 -0.1 0.3
0.1 0.3 0.0
-0.1 0.2 0.5
0.1 0.1 0.0
-0.1 0.2 0.1
0.2 0.2 0.3
-0.2 -0.3 0.0
-0.5 0.2 0.5
-1.2 -0.4 -0.4
-0.6 -0.4 -0.1
0.0 -0.1 0.3
0.0 0.1 0.0
0.0 0.0 0.0
0.2 0.2 -0.1
0.2 -0.4 0.1
0.4 -0.3 -0.3
0.0 0.1 0.0
2.1 0.9 0.1
0.0 0.0 0.0
0.0 0.0 0.1
0.0 0.3 -0.2
0.0 0.2 0.2
-0.2 -0.1 -0.6
-0.1 0.0 0.1
-0.2 0.0 0.1
0.0 -0.1 0.0
-0.1 0.0 0.0
0.0 0.1 -0.1
0.0 0.0 0.0
0.0 0.0 -0.1
-0.1 0.3 0.1
0.1 0.0 -0.1
0.0 0.0 0.1
0.0 0.0 0.0
0.2 -0.1 -0.3
0.1 0.1 -0.9
0.5 -0.5 -0.4
-0.4 -0.1 0.6
0.0 0.0 0.0
-0.4 0.2 -0.1
0.0 0.0 0.0
0.0 0.3 0.2
-0.5 -0.6 0.1
0.0 -0.1 0.0
0.0 0.0 -0.1
-0.5 0.2 0.2
0.2 -0.1 -0.3
0.0 0.0 0.0
0.0 0.0 0.0
0.5 0.0 0.0
0.0 0.0 0.0
0.0 0.0 0.0
0.0 0.1 0.0
-0.2 0.3 0.1
-0.3 -0.2 0.1
-0.2 0.2 0.4
-0.1 0.1 0.2
-0.2 0.1 0.9
0.3 -0.1 -0.2

## Properties
energy	-171364.433	eV
multiplicity	3
HOMO-LUMO gap (alpha / beta)	5.49 / 5.40	eV
charge	+1
<S²>	2.015
highest occupied orbital energy (alpha / beta)	-10.2 / -10.2	eV

No. 2
C35H24Br2N3O4Pb | ωB97M-V/def2-TZVPD

CARTESIAN COORDINATES (ANGSTROEM)
H  -1.2451  1.8631  -1.4275
C  0.5966  -2.5974  -3.0959
C  3.6661  2.7395  2.4548
C  1.5187  -0.5125  -3.8456
C  -4.0184  1.4388  2.5793
Br  -4.1964  5.0167  -3.7113
O  1.2646  1.5997  -1.3596
Br  -5.4868  2.1252  3.6041
N  -1.0438  -2.5357  0.4449
H  -2.9321  -2.4584  -0.4248
H  2.7572  4.4939  1.5750
O  2.2882  3.4286  -2.1857
C  -2.1357  -3.1155  -0.0963
C  1.2398  2.7894  -1.9570
C  1.6926  -1.7906  -3.3417
H  -1.3618  5.8960  -4.3131
H  -2.8308  1.2495  4.3242
C  -0.0851  4.5224  -3.2058
H  -3.1501  -4.8633  -0.7572
H  0.4785  -5.4021  1.4517
O  4.6133  -3.1017  4.7985
C  3.6695  -3.7039  4.2169
H  0.8284  5.0473  -3.4673
H  2.3566  0.1758  -3.9970
Pb  0.0363  -0.0646  -0.0626
H  -0.8043  0.5097  2.9891
C  -0.0853  -3.3225  1.0021
C  -0.2495  -4.7331  1.0018
C  -2.2759  -4.4798  -0.2283
N  1.1965  -1.3356  1.5858
C  1.8229  -3.4543  2.5463
H  -1.5454  -2.7670  -3.1467
N  1.3293  1.4371  1.6411
C  -4.1638  1.2472  1.2081
C  -1.3129  -5.2993  0.3294
O  3.3130  -4.9317  4.2916
H  0.7216  3.2987  0.9774
C  0.9950  -2.6787  1.7180
C  -2.8409  1.1382  3.2409
H  3.7416  -1.0077  3.7979
H  -5.1061  1.4756  0.7104
H  -3.4156  2.9842  -1.9786
H  -1.3918  -6.3681  0.2289
C  -0.6879  -2.1429  -3.3387
H  4.1843  0.7839  3.2539
C  -1.8309  0.5769  1.1206
H  0.7854  -3.6042  -2.7239
C  -2.4832  4.4532  -3.1885
C  3.0078  -1.5084  3.1650
C  2.6823  3.4263  1.7832
H  2.6740  -2.1578  -3.1357
C  -0.0449  3.3674  -2.3771
H  0.1394  0.9727  -4.4619
C  0.2429  -0.0539  -4.1180
C  1.5191  2.7502  1.4386
C  2.8400  -2.8668  3.2911
C  -1.3049  5.0544  -3.6343
C  -1.7508  0.7196  2.5041
C  -0.8676  -0.8778  -3.9001
C  2.1599  -0.7326  2.3320
C  -2.4544  3.3695  -2.3336
H  4.5850  3.2363  2.7518
C  -3.0644  0.7780  0.5077
H  -3.1489  0.6687  -0.5664
H  1.7015  -4.5236  2.6313
H  -1.8729  -0.5322  -4.0581
C  2.3093  0.7144  2.2216
C  -1.2402  2.8071  -1.9768
C  3.4712  1.3685  2.6956

Atomic forces in eV per Å
0.1 0.5 0.0
0.2 -0.6 0.2
0.1 -1.2 0.1
0.2 0.4 0.0
-0.4 -0.1 -0.3
-0.3 0.5 -0.3
-0.7 2.9 -1.2
0.1 -0.1 -0.2
0.1 -0.8 0.4
0.2 0.2 -0.1
0.0 -0.4 0.0
-1.2 -0.2 0.0
0.9 0.4 0.3
3.3 -2.1 1.3
-0.2 0.3 -0.2
0.1 0.0 0.1
0.2 0.0 -0.2
-0.5 -0.1 0.5
0.3 0.0 0.3
-0.1 0.3 -0.1
-1.0 -0.5 -0.6
1.1 -1.9 1.3
0.0 -0.4 0.0
-0.2 -0.4 0.1
-0.1 -0.4 -1.3
-0.1 0.1 0.2
-2.4 -0.8 -0.7
0.5 0.4 -0.3
-0.6 0.1 -0.2
0.3 -0.5 1.6
-0.3 0.5 -0.5
-0.1 -0.1 0.1
0.5 -0.2 -0.3
-0.3 0.1 0.5
0.1 0.2 0.0
0.5 2.0 -0.2
-0.4 0.0 -0.3
2.0 0.7 0.9
-0.5 0.2 0.5
-0.1 -0.4 -0.2
0.2 -0.1 0.1
0.5 -0.1 -0.1
0.0 -0.2 0.1
0.1 0.3 -0.6
0.3 0.2 -0.2
0.1 -0.1 0.3
-0.2 0.2 0.1
0.6 -0.2 0.2
-0.5 1.5 -0.1
-0.6 0.4 0.0
0.5 -0.2 0.1
-0.9 1.2 -0.9
-0.2 -0.2 0.0
-0.5 0.0 -0.1
0.3 -0.6 0.2
-0.9 0.2 -0.8
-0.1 -0.5 0.2
0.1 0.0 -0.3
0.6 0.0 0.6
-0.1 -2.4 0.1
-0.5 -0.1 0.0
-0.1 -0.2 0.1
0.4 0.4 0.0
-0.1 -0.1 -0.2
0.0 0.1 0.2
-0.2 0.3 -0.2
0.6 2.2 0.1
-0.4 -0.6 0.1
-0.5 0.2 -0.2

## Properties
energy	-194680.360	eV
multiplicity	1
energy above the lowest of the compared OMol25 structures with the same formula, charge and spin	0.0	kcal/mol
HOMO-LUMO gap	6.77	eV
charge	-1
highest occupied orbital energy	-5.3	eV

- Which of these has the highest multiplicity?
  C35H23Cl2N7O4SeV